[1]
# C17H21N5O3P2

A 3-piece molecular cluster, C17H21N5O3P2 overall (ωB97M-V/def2-TZVPD, OMol25).

Atoms and positions in Å:
N 1.92891 0.34271 -1.51680
C 0.70333 -0.45144 -1.33293
C 0.06174 -0.25205 0.01466
C 0.37314 -1.11661 1.10988
N -0.11183 -0.96253 2.30435
C -0.98023 0.08230 2.46865
C -1.50717 0.32411 3.74362
C -2.33374 1.38231 3.93849
C -2.72262 2.22099 2.86337
P -3.74466 3.63247 3.36839
O -3.11225 4.95175 3.14464
C -2.27238 1.99144 1.57982
P -2.77045 3.11162 0.19024
O -4.35864 3.28278 0.58646
O -2.93251 2.00400 -1.00772
C -1.34297 0.92436 1.38570
N -0.77784 0.73465 0.15742
H 1.68176 1.31795 -1.36788
H 2.58318 0.13471 -0.76700
H 0.92066 -1.50144 -1.52424
H -0.01320 -0.09977 -2.07542
H 1.08520 -1.92417 0.95339
H -1.21769 -0.32013 4.56350
H -2.70028 1.59249 4.93456
H -3.98383 3.32937 4.71978
H -5.00946 3.51896 2.77450
H -4.69768 2.49096 1.02529
H -3.19979 2.46963 -1.80929
C 0.24359 -5.78635 1.65955
C 1.10213 -6.90807 1.49485
C 2.31396 -6.57751 2.03877
N 2.22122 -5.30138 2.52312
C 0.96328 -4.81205 2.29792
H -0.78378 -5.70595 1.34658
H 0.85647 -7.84861 1.03154
H 3.22834 -7.13888 2.12242
H 2.96291 -4.80005 2.97482
H 0.68807 -3.81882 2.61370
C 3.59241 1.85317 -5.18366
C 2.43261 2.06217 -4.38699
C 1.62537 2.93145 -5.07171
N 2.25104 3.25396 -6.24608
C 3.45013 2.59999 -6.32220
H 4.43360 1.22407 -4.94562
H 2.22395 1.61861 -3.42891
H 0.66298 3.34629 -4.82516
H 1.88756 3.87603 -6.94316
H 4.09545 2.72051 -7.17518

Summary:
Kohn-Sham gap in eV: 7.3
HOMO energy in eV: -8.17
Molecular weight in g/mol: 405.335
LUMO in eV: -0.90

Electronic structure analysis, Löwdin charges in units of e:
1 N 0.01
2 C -0.21
3 C -0.24
4 C -0.07
5 N 0.14
6 C -0.21
7 C -0.01
8 C -0.09
9 C -0.33
10 P 0.70
11 O -0.42
12 C -0.25
13 P 0.86
14 O -0.34
15 O -0.30
16 C -0.19
17 N 0.17
18 H 0.07
19 H 0.07
20 H 0.11
21 H 0.12
22 H 0.11
23 H 0.12
24 H 0.09
25 H 0.01
26 H 0.01
27 H 0.04
28 H 0.05
29 C -0.11
30 C -0.11
31 C -0.14
32 N 0.00
33 C -0.15
34 H 0.09
35 H 0.09
36 H 0.10
37 H 0.14
38 H 0.09
39 C -0.11
40 C -0.11
41 C -0.14
42 N -0.01
43 C -0.15
44 H 0.09
45 H 0.05
46 H 0.10
47 H 0.14
48 H 0.10


[2]
# C7H10N5

An isolated ion of composition C7H10N5 and charge +1 in a non-equilibrium geometry (ωB97M-V/def2-TZVPD, OMol25).

Atoms and positions in Å:
C -1.63708 1.72080 0.16330
C -1.06987 1.21993 1.34718
C -1.77878 0.53733 -0.80305
C -0.40167 -0.04166 1.02991
C -1.37450 -0.69927 -0.02179
C 0.85117 0.38527 0.17558
C -0.81553 -1.83500 -0.86717
N -0.71739 1.46705 -1.02368
N 4.19817 -0.24001 0.02175
N 3.12515 0.24084 -0.35177
N 0.51587 1.08012 -0.82776
N 2.08909 -0.04616 0.45983
H -2.22053 2.62300 0.08472
H -0.99491 1.75482 2.27537
H -2.57763 0.51671 -1.52981
H -0.11761 -0.67269 1.86663
H -2.23890 -1.05712 0.54078
H -0.56548 -2.68669 -0.23929
H 0.06537 -1.53407 -1.42887
H -1.57118 -2.15607 -1.58111
H 4.96337 0.00761 -0.60600
H 2.27283 -0.58474 1.31527

Summary:
Kohn-Sham gap (alpha / beta) in eV: 7.5 / 7.5
HOMO energy (alpha / beta) in eV: -13.55 / -13.55
Molecular weight in g/mol: 164.192
LUMO (alpha / beta) in eV: -6.09 / -6.09
Total charge: +1
Energy relative to the best compared isomer or geometry (same formula, charge and spin) in eV: 5.291

Electronic structure analysis, Löwdin charges in units of e:
1 C -0.09
2 C 0.15
3 C -0.09
4 C -0.12
5 C -0.24
6 C -0.25
7 C -0.02
8 N 0.06
9 N 0.11
10 N -0.05
11 N 0.15
12 N 0.05
13 H 0.16
14 H 0.15
15 H 0.17
16 H 0.16
17 H 0.16
18 H 0.09
19 H 0.09
20 H 0.10
21 H 0.08
22 H 0.17